{"formula": "C7H13N2S", "method": "ωB97M-V/def2-TZVPD", "symbols": ["S", "N", "N", "C", "C", "C", "C", "C", "C", "C", "H", "H", "H", "H", "H", "H", "H", "H", "H", "H", "H", "H", "H"], "coordinates": [[-2.586, -0.843, -0.134], [1.779, -1.640, -0.364], [-0.272, -2.099, 0.350], [1.322, -0.306, -0.023], [2.285, 0.420, 0.899], [-1.347, 0.010, 0.530], [0.802, -2.543, -0.188], [-3.966, 0.333, -0.038], [1.017, 0.491, -1.292], [-0.072, -0.715, 0.699], [-4.730, -0.005, -0.731], [3.163, 0.739, 0.341], [-4.372, 0.316, 0.969], [0.133, -0.657, 1.783], [0.310, -0.048, -1.919], [2.612, -0.228, 1.711], [-1.459, 1.017, 0.903], [0.913, -3.574, -0.470], [1.819, 1.306, 1.324], [0.602, 1.463, -1.044], [1.931, 0.646, -1.861], [-3.644, 1.334, -0.305], [2.691, -1.819, -0.745]], "homo_lumo_gap_ev": [7.05, 7.05], "lumo_ha": [-0.202, -0.202], "spin_multiplicity": 1, "mol_weight_g_mol": 157.26, "total_charge": 1, "relative_energy_kj_mol": 184.8}

***

{"formula": "C7H13N3O", "method": "ωB97M-V/def2-TZVPD", "symbols": ["O", "N", "N", "N", "C", "C", "C", "C", "C", "C", "C", "H", "H", "H", "H", "H", "H", "H", "H", "H", "H", "H", "H", "H"], "coordinates": [[-3.550, 1.567, -0.723], [1.791, 0.269, 0.167], [-3.922, 0.472, 0.111], [-0.632, -1.098, 0.253], [0.594, 0.955, 0.661], [-0.290, -0.043, 1.241], [0.558, -1.770, -0.172], [-1.637, -1.386, -0.372], [2.671, 1.345, -0.349], [-3.014, -0.448, 0.269], [1.515, -0.796, -0.786], [3.519, 0.863, -0.762], [0.060, 1.427, -0.294], [0.311, -2.488, -1.036], [0.803, -2.560, 0.601], [2.996, 1.848, 0.504], [0.324, -0.487, 2.123], [-3.212, -1.217, 1.033], [0.881, 1.750, 1.353], [-1.280, 0.330, 1.620], [-4.240, 1.518, -1.402], [1.043, -0.558, -1.734], [2.233, 1.845, -1.194], [2.480, -1.341, -1.112]], "homo_lumo_gap_ev": 9.09, "lumo_ha": 0.030, "spin_multiplicity": 1, "mol_weight_g_mol": 155.20, "relative_energy_kj_mol": 723.0}

***

{"formula": "C7H13N3O2S", "method": "ωB97M-V/def2-TZVPD", "symbols": ["S", "O", "O", "N", "N", "N", "C", "C", "C", "C", "C", "C", "C", "H", "H", "H", "H", "H", "H", "H", "H", "H", "H", "H", "H", "H"], "coordinates": [[-0.659, 1.260, 1.667], [0.913, 1.166, 1.915], [-1.386, 1.853, 2.732], [-1.314, -0.079, 1.276], [0.388, -0.839, -0.480], [1.591, -0.478, -0.141], [2.296, -0.505, -1.281], [-0.626, 2.318, 0.142], [1.461, -0.874, -2.307], [-1.449, 1.692, -0.972], [0.177, -1.086, -1.770], [0.071, -2.150, 1.661], [-0.603, -1.157, 0.694], [0.004, -3.114, 1.289], [3.385, -0.168, -1.358], [-1.473, -1.733, 0.064], [-0.996, 3.332, 0.366], [1.732, -1.048, -3.361], [-0.498, -2.203, 2.647], [-0.880, 0.920, -1.536], [-2.235, 0.980, -0.636], [1.138, -1.864, 1.809], [1.219, 0.366, 1.466], [0.478, 2.343, -0.059], [-1.909, 2.405, -1.708], [-0.825, -1.336, -2.119]], "homo_lumo_gap_ev": 10.17, "lumo_ha": 0.029, "smiles": "CC[S@](=O)(O)=N[C@H](C)n1cccn1", "spin_multiplicity": 1, "mol_weight_g_mol": 203.27, "relative_energy_kj_mol": 186.9}

***

{"formula": "C7H13N3O4", "method": "ωB97M-V/def2-TZVPD", "symbols": ["O", "O", "O", "O", "N", "N", "N", "C", "C", "C", "C", "C", "C", "C", "H", "H", "H", "H", "H", "H", "H", "H", "H", "H", "H", "H", "H"], "coordinates": [[1.609, -0.117, 0.862], [-0.490, 2.752, -0.969], [0.692, 3.560, -0.961], [0.802, 0.832, 2.742], [0.313, -1.355, -2.028], [-1.343, -1.535, 2.220], [-0.313, 1.177, 0.775], [-2.393, -1.592, 0.066], [-1.743, -0.876, 1.216], [1.447, -1.513, -1.980], [-0.125, 1.421, -0.645], [0.785, 0.571, 1.396], [-1.635, 0.646, 1.153], [2.892, -1.681, -1.913], [-1.702, -1.721, -0.772], [3.216, -1.534, -0.884], [1.620, 1.290, 2.964], [-2.340, 1.048, 0.425], [-1.916, 1.058, 2.126], [0.924, 1.286, -0.892], [3.380, -0.950, -2.554], [-0.753, 0.786, -1.270], [-0.945, -0.925, 2.936], [-2.713, -2.574, 0.412], [3.165, -2.683, -2.240], [-3.273, -1.043, -0.277], [0.839, 3.673, -1.910]], "homo_lumo_gap_ev": 9.88, "lumo_ha": 0.020, "smiles": "[H]/N=C(/C)CN(COO)C(=O)O.CC#N", "spin_multiplicity": 1, "mol_weight_g_mol": 203.20, "relative_energy_kj_mol": 529.1}